No. 1
{"formula": "C5H9NO", "method": "wB97M-V/def2-TZVPD", "spin_multiplicity": 1, "gap_ev": 10.591, "homo_energy_ev": -9.66, "lumo_ev": 0.9, "species": ["N", "C", "C", "C", "C", "C", "O", "H", "H", "H", "H", "H", "H", "H", "H", "H"], "positions_angstrom": [[-1.722, -0.942, -0.005], [-0.967, -0.764, -1.135], [-0.095, 0.483, -1.192], [0.147, 1.247, 0.106], [0.886, 0.501, 1.190], [1.487, -0.681, 1.069], [-1.045, -1.512, -2.093], [-2.203, -1.829, 0.044], [0.849, 0.183, -1.658], [-0.594, 1.145, -1.910], [-0.809, 1.614, 0.504], [0.722, 2.152, -0.131], [0.929, 1.011, 2.153], [-1.381, -0.583, 0.875], [2.016, -1.131, 1.904], [1.488, -1.249, 0.141]]}

=====

No. 2
{"formula": "C5H9NO", "method": "wB97M-V/def2-TZVPD", "spin_multiplicity": 1, "gap_ev": 9.937, "homo_energy_ev": -9.20, "lumo_ev": 0.7, "species": ["O", "C", "C", "C", "C", "C", "N", "H", "H", "H", "H", "H", "H", "H", "H", "H"], "positions_angstrom": [[-1.056, -2.066, 0.243], [-1.326, -1.054, 0.818], [-0.947, 0.338, 0.370], [0.329, 0.205, -0.486], [1.580, -0.207, 0.208], [2.789, 0.079, -0.320], [-2.017, 1.018, -0.434], [-1.772, -1.105, 1.887], [-0.845, 1.104, 1.127], [0.406, 1.178, -0.927], [-0.003, -0.389, -1.327], [1.507, -0.828, 1.102], [3.572, -0.663, -0.178], [2.950, 0.918, -0.997], [-2.295, 0.402, -1.196], [-2.873, 1.070, 0.109]]}

=====

No. 3
{"formula": "C5H9NO", "method": "wB97M-V/def2-TZVPD", "spin_multiplicity": 1, "gap_ev": 10.303, "homo_energy_ev": -9.54, "lumo_ev": 0.8, "species": ["C", "C", "C", "C", "C", "O", "N", "H", "H", "H", "H", "H", "H", "H", "H", "H"], "positions_angstrom": [[-1.299, 1.074, -0.229], [0.803, -1.987, 0.519], [0.439, -0.560, 0.754], [-0.106, 0.169, -0.437], [0.046, 1.670, -0.518], [-0.012, -0.587, -1.606], [0.593, -0.078, 1.906], [-0.489, -0.135, -2.310], [0.325, 0.898, 2.023], [-1.703, 1.157, 0.769], [-2.050, 1.104, -1.004], [1.226, -2.406, 1.430], [1.520, -2.053, -0.302], [-0.088, -2.545, 0.224], [0.578, 2.177, 0.274], [0.217, 2.102, -1.492]]}